Record 1
Here is a molecular structure, C20H21Br4F4FeN2O4 in a non-equilibrium geometry from OMol25. Energies are from ωB97M-V/def2-TZVPD.

Structure (XYZ):
```
56
Properties=species:S:1:pos:R:3:nbo_charge:R:1
Fe 0.3821 -0.1813 -0.1837 1.57
C 1.9148 -1.3249 2.5596 -0.42
N 2.1596 -0.4980 1.3809 -0.50
C 3.4193 -0.9427 0.7632 -0.42
C 2.2435 0.9363 1.7208 -0.23
C 0.9313 1.5092 2.2490 -0.23
N -0.1470 1.0742 1.4005 -0.79
C -1.4292 1.3900 1.6252 0.10
C -2.4148 0.8773 0.7488 0.23
F -1.9918 0.0520 -0.2618 -0.35
C -3.7592 1.1000 0.8792 0.36
F -4.5978 0.5504 -0.0190 -0.31
C -4.2617 1.8431 1.9284 -0.41
C -3.3344 2.3523 2.8157 0.35
F -3.7694 3.0572 3.8703 -0.31
C -1.9785 2.1586 2.6748 0.26
F -1.1622 2.7061 3.6056 -0.33
H 2.7960 -1.3447 3.2133 0.18
H 1.6861 -2.3452 2.2498 0.21
H 1.0746 -0.9395 3.1316 0.20
H 4.2642 -0.8028 1.4514 0.17
H 3.6109 -0.4008 -0.1520 0.24
H 3.3454 -2.0053 0.5196 0.20
H 2.5214 1.4473 0.7948 0.20
H 3.0260 1.1263 2.4689 0.19
H 1.0341 2.5981 2.2863 0.20
H 0.7658 1.1800 3.2821 0.18
H -5.3220 2.0063 2.0602 0.25
Br 0.8808 3.6558 -6.1798 0.13
C 1.2351 2.4857 -4.7530 -0.12
C 2.4477 1.7116 -4.7460 -0.14
Br 3.6680 1.8724 -6.1639 0.13
C 2.7244 0.8632 -3.7010 -0.19
Br 4.2940 -0.1753 -3.6273 0.10
C 1.8330 0.7366 -2.6045 0.31
O 2.0274 -0.0159 -1.6199 -0.71
C 0.6078 1.5402 -2.5987 0.40
O -0.1356 1.4294 -1.6033 -0.68
C 0.3468 2.3909 -3.7113 -0.23
Br -1.2449 3.3905 -3.6408 0.12
C -1.3716 -1.8566 2.3302 -0.25
O -0.7549 -2.0284 1.0580 -0.59
C -1.4755 -2.8939 0.2075 -0.09
C -0.5966 -3.1612 -0.9823 -0.08
O -0.2840 -1.9628 -1.6798 -0.59
C -1.2686 -1.5886 -2.6485 -0.25
H -1.2893 -2.7753 2.9181 0.18
H -2.4274 -1.5933 2.2199 0.19
H -0.8552 -1.0442 2.8318 0.21
H -2.4174 -2.4207 -0.0877 0.19
H -1.7001 -3.8360 0.7169 0.19
H -1.0764 -3.8818 -1.6487 0.19
H 0.3523 -3.5723 -0.6390 0.20
H -1.3955 -2.3899 -3.3781 0.18
H -0.9019 -0.6964 -3.1517 0.21
H -2.2298 -1.3629 -2.1805 0.19
```

Calculated values
total charge	0
spin multiplicity	6

=====

Record 2
Here is a molecular structure, H24O12 in a non-equilibrium geometry from OMol25. Energies are from ωB97M-V/def2-TZVPD.

Structure (XYZ):
```
36
Properties=species:S:1:pos:R:3:nbo_charge:R:1
O 2.9670 -1.6844 0.1748 -0.92
H 3.3933 -1.2594 0.9190 0.48
H 2.5975 -0.9629 -0.3343 0.48
O 1.7660 -0.3057 1.7882 -0.97
H 1.5229 -0.2071 2.7087 0.49
H 1.7332 -1.2494 1.6310 0.46
O 1.3298 -2.4472 1.4665 -0.93
H 2.0573 -2.4539 0.8445 0.49
H 0.5453 -2.4742 0.9187 0.46
O -1.3880 -0.7109 0.8945 -0.84
H -1.5098 -1.6412 0.7050 0.55
H -1.1458 -0.6842 1.8202 0.52
O -2.8722 0.8471 0.8726 -0.95
H -2.2210 0.1471 0.8258 0.43
H -3.2696 0.7476 1.7377 0.47
O -1.4535 1.5587 -0.4177 -0.80
H -1.6295 1.2464 0.4698 0.49
H -2.3081 1.8346 -0.7489 0.52
O 0.1021 2.2394 -1.2898 -1.08
H -0.6800 1.8521 -0.8967 0.40
H 0.8047 2.0427 -0.6702 0.45
O -0.9532 0.3381 -2.5475 -0.99
H -0.1378 0.6477 -2.9418 0.48
H -0.8693 0.5571 -1.6194 0.46
O 1.4066 1.7037 0.9915 -0.97
H 0.5048 1.8579 1.2728 0.44
H 1.5487 0.7692 1.1427 0.45
O -2.7131 -0.4759 -1.2536 -0.97
H -2.1757 0.2609 -0.9628 0.43
H -3.1202 -0.1708 -2.0644 0.49
O 2.2177 -0.4899 -1.8236 -0.93
H 1.3130 -0.7728 -1.6906 0.50
H 2.2838 0.3360 -1.3441 0.47
O 0.1353 -0.2199 -0.5666 -0.99
H -0.6469 -0.3509 -0.0306 0.45
H 0.8644 -0.4256 0.0185 0.46
```

Calculated values
total charge	0
spin multiplicity	1

=====

Record 3
Here is a molecular structure, C42H40AsCl3GeN3OS4SiW from OMol25. Energies are from ωB97M-V/def2-TZVPD.

Structure (XYZ):
```
97
Properties=species:S:1:pos:R:3:lowdin_spin:R:1
W -0.7465 -0.1822 -0.4542 0.80
C 2.6159 -1.6784 -3.1051 0.00
C 1.6188 -1.5914 -1.9924 0.03
N 0.6347 -0.7380 -2.0491 0.00
N 0.4934 -0.1195 -3.3091 0.00
C -0.7397 -0.1271 -3.6706 0.00
S -2.0241 -0.5740 -2.5833 0.00
S -1.2282 0.3552 -5.2647 0.00
C 0.3752 0.6810 -6.0465 0.00
C 1.0230 1.9654 -5.6001 0.00
C 0.3577 3.1809 -5.7396 0.00
C 0.9796 4.3680 -5.3881 0.00
C 2.2786 4.3553 -4.8986 0.00
C 2.9453 3.1486 -4.7525 0.00
C 2.3162 1.9594 -5.0911 0.00
C 1.7222 -2.5441 -0.8967 0.00
C 2.3826 -3.7633 -1.0596 0.00
C 2.4667 -4.6628 -0.0133 0.00
C 1.9244 -4.3419 1.2273 0.00
C 1.2845 -3.1300 1.4185 0.00
C 1.1640 -2.2615 0.3460 0.01
O 0.5706 -1.0749 0.5355 0.02
H 2.7436 -0.7042 -3.5648 0.00
H 2.2678 -2.3706 -3.8759 0.00
H 3.5652 -2.0302 -2.7102 0.00
H 0.1290 0.7248 -7.1087 0.00
H 1.0296 -0.1736 -5.8819 0.00
H -0.6582 3.1955 -6.1181 0.00
H 0.4486 5.3048 -5.4950 0.00
H 2.7655 5.2820 -4.6243 0.00
H 3.9600 3.1298 -4.3776 0.00
H 2.8364 1.0170 -4.9695 0.00
H 2.8246 -4.0162 -2.0133 0.00
H 2.9681 -5.6099 -0.1580 0.00
H 2.0121 -5.0363 2.0525 0.00
H 0.8822 -2.8297 2.3769 0.00
S 3.2992 0.1047 0.2675 0.01
C 2.8472 0.0291 1.9343 0.00
C 3.5780 -0.7162 2.8799 0.00
C 3.2302 -0.7278 4.2168 0.00
C 2.1471 0.0140 4.6820 0.00
C 1.3990 0.7465 3.7763 0.00
C 1.7200 0.7282 2.4246 0.00
As 0.7123 1.6827 1.0903 0.01
C 1.9237 3.0717 0.4766 0.00
C 2.3011 4.0443 1.3912 0.00
C 3.2333 5.0126 1.0396 0.00
C 3.7896 5.0026 -0.2285 0.00
C 3.4204 4.0209 -1.1407 0.00
C 2.4990 3.0532 -0.7860 0.00
C -0.6321 2.7804 1.9969 0.00
C -0.8145 4.1063 1.6058 0.00
C -1.8649 4.8556 2.1194 0.00
C -2.7387 4.2979 3.0394 0.00
C -2.5669 2.9775 3.4297 0.00
C -1.5322 2.2239 2.8997 0.00
H 4.4332 -1.2790 2.5279 0.00
H 3.8218 -1.3098 4.9139 0.00
H 1.9037 0.0327 5.7365 0.00
H 0.5738 1.3550 4.1282 0.00
H 1.8775 4.0463 2.3893 0.00
H 3.5274 5.7633 1.7614 0.00
H 4.5216 5.7509 -0.5044 0.00
H 3.8697 3.9995 -2.1241 0.00
H 2.2503 2.2591 -1.4807 0.00
H -0.1391 4.5670 0.8987 0.00
H -1.9937 5.8815 1.7983 0.00
H -3.5543 4.8838 3.4430 0.00
H -3.2551 2.5218 4.1305 0.00
H -1.4620 1.1789 3.1576 0.00
C -6.0396 -4.1207 1.8550 0.00
Si -4.2993 -4.4347 1.2356 0.00
C -3.7046 -6.1121 1.8208 0.00
C -4.3261 -4.4157 -0.6311 0.00
C -3.1956 -3.1507 2.0971 0.00
C -3.2922 -3.1374 3.4854 0.00
C -2.5496 -2.2536 4.2527 0.00
C -1.7164 -1.3738 3.5920 0.00
N -1.5858 -1.3475 2.2656 0.01
C -2.2956 -2.2202 1.5465 0.01
S -2.0231 -2.1928 -0.1966 0.03
H -6.7317 -4.8458 1.4208 0.00
H -6.3766 -3.1221 1.5695 0.00
H -6.1133 -4.1996 2.9411 0.00
H -4.3507 -6.9042 1.4355 0.00
H -3.6991 -6.1851 2.9101 0.00
H -2.6887 -6.3050 1.4693 0.00
H -5.0479 -5.1682 -0.9620 0.00
H -3.3572 -4.6640 -1.0640 0.00
H -4.6364 -3.4500 -1.0307 0.00
H -3.9593 -3.8332 3.9843 0.00
H -2.6101 -2.2505 5.3321 0.00
H -1.0900 -0.6840 4.1454 0.00
Cl -0.1989 4.2731 -1.9191 0.00
Ge -1.0690 2.2964 -1.8381 0.00
Cl -2.7068 0.9930 0.1959 0.05
Cl -2.8516 2.7414 -2.9489 0.00
```

Calculated values
total charge	0
spin multiplicity	2

=====

Record 4
Here is C6H7N in the gas phase in a non-equilibrium geometry from OMol25. Energies are from ωB97M-V/def2-TZVPD.

Structure (XYZ):
```
14
Properties=species:S:1:pos:R:3:nbo_charge:R:1
N -0.6012 2.8035 -0.7469 -0.24
C -0.3813 1.6822 -0.9372 0.19
C -0.1589 0.8008 0.2809 -0.25
C 1.2402 0.1900 0.1702 -0.44
C 0.9223 -1.2063 -0.2854 -0.19
C -0.3809 -1.4787 -0.2407 -0.19
C -1.2010 -0.3192 0.2514 -0.44
H -0.2595 1.4274 1.1771 0.23
H 1.8590 0.7566 -0.5374 0.22
H 1.7636 0.2164 1.1330 0.22
H 1.6963 -1.8984 -0.5934 0.21
H -0.8314 -2.4266 -0.5078 0.21
H -2.0375 -0.0581 -0.4093 0.22
H -1.6297 -0.4895 1.2457 0.22
```

Calculated values
structure (SMILES)	N#CC1CC=CC1
total charge	0
spin multiplicity	1

=====

Record 5
Here is C4H4O in the gas phase in a non-equilibrium geometry from OMol25. Energies are from ωB97M-V/def2-TZVPD.

Structure (XYZ):
```
9
Properties=species:S:1:pos:R:3:nbo_charge:R:1
C 0.4962 0.4722 0.7957 -0.30
C -0.3739 0.9327 -0.1774 -0.30
C -0.7528 -0.2071 -0.9459 0.07
O 0.1012 -1.2262 -0.5773 -0.41
C 0.8155 -0.9229 0.5531 0.07
H 0.7767 1.2171 1.3379 0.21
H -0.6240 1.9356 -0.2718 0.22
H -1.7287 -0.3938 -1.5088 0.22
H 1.2897 -1.8076 0.7945 0.21
```

Calculated values
structure (SMILES)	c1ccoc1
total charge	0
spin multiplicity	1

=====

Record 6
Here is 17 unconnected molecules or ions with the total composition H35O17 in a non-equilibrium geometry from OMol25. Energies are from ωB97M-V/def2-TZVPD.

Structure (XYZ):
```
52
Properties=species:S:1:pos:R:3:nbo_charge:R:1
O 2.8001 -2.5211 -1.5860 -0.79
H 1.7273 0.6398 3.4013 0.48
H 1.9732 -2.1598 -1.0366 0.55
O 2.5480 0.9809 3.7911 -0.93
H -1.0582 -2.4441 4.3196 0.46
H -3.7684 0.8637 -3.3910 0.49
O -4.0838 -0.8826 -2.4876 -0.94
H -4.1058 -1.7080 -1.9857 0.47
H 2.0206 -2.0267 1.0639 0.51
O -0.3660 2.9686 2.7375 -0.96
H -0.4216 2.7811 3.6812 0.48
H 2.2941 0.1755 -2.7986 0.53
O 1.4427 -1.8003 0.3213 -0.96
H 1.2301 -4.1918 0.3818 0.46
O 0.5871 0.7957 0.4499 -0.98
H 1.5221 0.8379 0.6868 0.49
H 2.0511 3.1740 1.6374 0.49
O -2.1685 0.2530 0.7548 -1.01
H -3.9172 -0.0959 1.3324 0.49
H 3.3878 0.4824 2.3863 0.49
O 2.0192 -4.6724 0.6936 -0.92
H 2.9802 -1.7340 -2.2196 0.54
H 1.8019 -4.4429 1.6141 0.46
O -0.8286 -1.6791 4.8646 -0.93
H -2.6416 0.7900 -4.3901 0.48
H -1.7126 -1.2903 4.9163 0.47
O 2.3220 3.2079 0.7095 -0.96
H -1.9214 0.6946 1.5722 0.48
H 1.6663 3.7868 0.3050 0.47
O -2.4042 2.2046 -0.8764 -0.97
H -1.4181 -2.7665 -2.4496 0.48
H 1.1794 1.0005 -5.0824 0.49
O 3.4378 0.1738 1.4435 -1.00
H -2.7184 2.9971 -0.4366 0.50
H 3.6156 1.0105 0.9928 0.48
O -0.6260 -2.2262 -2.3141 -0.96
H 2.2597 -3.1219 -2.1475 0.53
H -3.8560 -0.2937 -1.7507 0.47
O 0.6171 1.2383 -4.3453 -0.97
H -2.3512 0.9559 0.0680 0.50
H 0.3726 1.7353 0.4371 0.48
O 3.0862 -0.3584 -2.9467 -0.97
H -0.9962 -1.6599 -1.6168 0.48
H 2.6833 0.3132 4.4796 0.49
O -2.8578 1.1718 -3.5332 -0.97
H 0.3978 2.1651 -4.2538 0.49
H -1.0011 3.6790 2.5993 0.48
O -4.6268 0.2587 1.9101 -0.97
H -4.4432 -0.1115 2.7786 0.46
H 0.7095 -1.3754 0.7937 0.53
H -2.0337 2.3295 -1.7564 0.52
H 3.5939 -0.1026 -3.7187 0.52
```

Calculated values
total charge	+1
spin multiplicity	1

=====

For each record above, in turn, the calculated ΔE to the lowest compared entry with this formula, charge and spin values are 10.38; 1501.93; 289.46; 220.84; 168.41; 299.10 kJ/mol.